## w
C5H8BN | ωB97M-V/def2-TZVPD

Last column: Löwdin charge in e.
Positions of all 15 atoms, in Å:
C (-1.892, 0.852, 0.172)  -0.046
C (-0.762, 1.655, 0.232)  -0.036
C (-1.722, -0.515, 0.043)  -0.033
C (0.478, 1.077, 0.189)  -0.034
C (-0.451, -1.050, -0.014)  -0.028
N (0.640, -0.250, 0.077)  -0.052
B (1.971, -0.930, -0.062)  -0.400
H (-2.845, 1.270, 0.004)  0.100
H (-0.873, 2.714, 0.132)  0.108
H (-2.576, -1.145, -0.123)  0.109
H (1.360, 1.700, 0.139)  0.137
H (-0.271, -2.071, -0.305)  0.129
H (2.214, -1.022, -1.215)  0.024
H (2.817, -0.266, 0.340)  0.003
H (1.912, -2.018, 0.391)  0.019

Frontier orbital gap = 0.3299 Ha
Net charge = 0
E_HOMO = -0.3348 Eh



## x
C5H8BN | ωB97M-V/def2-TZVPD

Last column: Löwdin charge in e.
Positions of all 15 atoms, in Å:
B (1.275, -1.803, 0.155)  0.161
C (2.098, -0.725, -0.173)  -0.139
C (1.894, 0.699, 0.029)  -0.132
C (0.753, 1.492, 0.006)  -0.123
C (-0.620, 1.105, -0.033)  -0.204
C (-2.262, -0.614, -0.002)  -0.136
N (-0.924, -0.126, -0.189)  -0.015
H (0.647, -2.747, 0.278)  0.001
H (3.089, -0.912, -0.456)  0.048
H (2.829, 1.318, -0.024)  0.110
H (0.740, 2.589, 0.262)  0.101
H (-1.416, 1.864, 0.265)  0.134
H (-2.746, -0.553, -0.960)  0.074
H (-2.245, -1.542, 0.378)  0.027
H (-3.111, -0.046, 0.463)  0.093

Frontier orbital gap = 0.2988 Ha
SMILES = [H]/B=C/C=C\C=N\C
Net charge = 0
E_HOMO = -0.2863 Eh



Most stable = w



## w
C6H12N2O8 | ωB97M-V/def2-TZVPD

Last column: Löwdin charge in e.
Positions of all 28 atoms, in Å:
C (1.078, -2.789, -1.350)  -0.107
C (0.901, -1.988, -0.072)  -0.268
C (-0.345, -1.114, -0.091)  -0.158
C (-0.433, -0.110, 1.111)  -0.415
C (-1.559, 1.021, 0.933)  -0.316
C (-1.318, 2.253, 1.770)  -0.020
O (-1.537, 1.412, -0.433)  -0.010
N (-2.798, 0.874, -1.170)  -0.308
O (-3.725, 0.556, -0.454)  0.107
O (-2.655, 0.896, -2.366)  0.146
O (0.697, 0.339, 1.557)  0.036
O (1.256, 1.919, 0.085)  0.028
O (1.658, 1.107, -0.780)  -0.024
N (3.605, 1.134, -0.809)  -0.213
O (3.961, 0.219, -1.515)  0.131
O (4.125, 1.993, -0.144)  0.154
H (1.964, -3.418, -1.248)  0.071
H (0.218, -3.439, -1.537)  0.074
H (1.217, -2.132, -2.213)  0.076
H (0.821, -2.666, 0.787)  0.117
H (1.769, -1.338, 0.094)  0.092
H (-0.375, -0.531, -1.021)  0.101
H (-1.234, -1.762, -0.094)  0.127
H (-0.963, -0.698, 1.898)  0.185
H (-2.553, 0.611, 1.138)  0.132
H (-1.395, 2.006, 2.834)  0.097
H (-0.311, 2.635, 1.572)  0.071
H (-2.067, 3.012, 1.515)  0.096

Frontier orbital gap (alpha / beta) = 0.2324 / 0.2322 Ha
Net charge = 0
E_HOMO (alpha / beta) = -0.3479 / -0.3478 Eh



## x
C6H12N2O8 | ωB97M-V/def2-TZVPD

Last column: Löwdin charge in e.
Positions of all 28 atoms, in Å:
N (0.990, 1.292, 4.604)  -0.209
O (2.186, 1.164, 4.873)  0.135
O (0.648, -0.395, 3.863)  -0.031
O (0.004, 1.891, 4.882)  0.170
C (-0.458, 2.831, -2.543)  -0.112
C (-0.224, 1.338, -2.356)  -0.258
C (-0.669, 0.854, -0.985)  -0.152
C (-0.244, -0.572, -0.678)  -0.317
C (-0.457, -0.933, 0.770)  -0.435
C (-0.425, -2.405, 1.094)  -0.025
O (0.525, -0.274, 1.476)  0.021
O (-0.161, -0.719, 3.005)  -0.030
O (1.116, -0.744, -1.050)  0.027
N (1.331, -2.110, -1.766)  -0.293
O (2.518, -2.312, -1.966)  0.129
O (0.331, -2.733, -2.049)  0.109
H (-0.052, 3.152, -3.506)  0.070
H (-1.526, 3.072, -2.526)  0.074
H (0.042, 3.400, -1.757)  0.074
H (-0.757, 0.768, -3.129)  0.117
H (0.847, 1.117, -2.474)  0.112
H (-0.269, 1.510, -0.204)  0.125
H (-1.766, 0.904, -0.931)  0.134
H (-0.877, -1.228, -1.266)  0.144
H (-1.423, -0.543, 1.078)  0.150
H (-1.089, -2.982, 0.448)  0.091
H (0.596, -2.781, 0.967)  0.099
H (-0.738, -2.565, 2.127)  0.079

Frontier orbital gap (alpha / beta) = 0.3041 / 0.3035 Ha
Net charge = 0
E_HOMO (alpha / beta) = -0.3652 / -0.3647 Eh



Most stable = x



## w
C3H8FN2 | ωB97M-V/def2-TZVPD

Last column: Löwdin charge in e.
Positions of all 14 atoms, in Å:
C (0.320, 0.019, -0.075)  -0.317
C (2.578, -0.466, 0.612)  -0.082
C (-1.093, 0.604, 0.191)  -0.032
N (1.289, 0.109, 0.703)  0.058
N (-1.995, -0.500, 0.516)  0.220
F (0.286, -0.883, -1.116)  0.056
H (2.829, -0.506, 1.690)  0.096
H (3.347, 0.031, 0.014)  0.107
H (2.436, -1.525, 0.283)  0.101
H (-0.942, 1.378, 0.929)  0.143
H (-1.597, 0.866, -0.785)  0.166
H (-1.783, -1.089, 1.273)  0.165
H (-1.945, -1.075, -0.272)  0.143
H (-2.960, -0.282, 0.649)  0.177

Frontier orbital gap = 0.3752 Ha
SMILES = C/N=C(\F)C[NH3+]
Net charge = +1
E_HOMO = -0.5228 Eh



## x
C3H8FN2 | ωB97M-V/def2-TZVPD

Last column: Löwdin charge in e.
Positions of all 14 atoms, in Å:
C (-0.483, 0.162, -0.562)  -0.061
C (-2.325, 1.538, 0.237)  0.002
C (2.993, -1.421, 0.271)  0.012
N (-1.304, 0.529, 0.393)  0.054
N (1.892, -1.305, -0.372)  0.013
F (-0.748, 0.529, -1.782)  0.161
H (-2.076, 2.198, 1.142)  0.151
H (-3.201, 1.051, 0.356)  0.067
H (-2.426, 2.014, -0.673)  0.083
H (3.751, -2.105, 0.151)  0.059
H (2.998, -0.754, 1.143)  0.088
H (-1.214, -0.049, 1.310)  0.231
H (0.459, -0.534, -0.470)  0.094
H (1.683, -1.853, -1.144)  0.045

Frontier orbital gap = 0.3795 Ha
Net charge = +1
E_HOMO = -0.5344 Eh



Most stable = w



## w
CH4NO2Si | ωB97M-V/def2-TZVPD

Last column: Löwdin charge in e.
Positions of all 9 atoms, in Å:
C (1.717, 0.230, 0.259)  -0.941
N (-1.364, 0.261, -0.859)  -0.187
O (2.254, -0.334, -0.684)  -0.126
O (2.366, 0.937, 1.020)  -0.124
Si (-0.188, -0.076, 0.487)  0.607
H (-2.163, -0.272, -0.744)  -0.065
H (-1.165, 0.171, -1.832)  -0.015
H (-0.694, -1.533, 0.644)  -0.072
H (-0.763, 0.616, 1.710)  -0.076

Frontier orbital gap = 0.2998 Ha
SMILES = N[SiH2]C(=O)[O-]
Net charge = -1
E_HOMO = -0.1486 Eh



## x
CH4NO2Si | ωB97M-V/def2-TZVPD

Last column: Löwdin charge in e.
Positions of all 9 atoms, in Å:
C (0.320, -0.780, -1.543)  -0.886
N (-0.814, -0.337, 1.201)  -0.154
O (-0.060, -1.911, -1.283)  -0.079
O (0.575, -0.178, -2.570)  -0.082
Si (0.226, 0.427, 0.069)  0.543
H (-0.848, -1.342, 1.273)  0.011
H (-1.155, 0.123, 2.032)  0.005
H (2.159, 2.264, 0.933)  -0.230
H (-0.402, 1.732, -0.111)  -0.128

Frontier orbital gap (alpha / beta) = 0.2580 / 0.2580 Ha
Net charge = -1
E_HOMO (alpha / beta) = -0.1265 / -0.1265 Eh



Most stable = w